No. 1
Density functional theory data (ωB97M-V/def2-TZVPD) for CH18InLi3O16P2 as an isolated structure.

As for the molecular weight: 483.728 g mol⁻¹. The calculation puts the HOMO-LUMO gap at 3.399 eV. As for the net charge: 0. The value obtained for the LUMO energy is -6.86 eV.

The geometry in XYZ format:
```
41
CH18InLi3O16P2 (ωB97M-V/def2-TZVPD)
Li 24.66 -10.23 10.60
Li 20.60 -9.49 7.76
Li 23.08 -9.10 7.05
In 22.59 -12.83 8.21
P 21.57 -10.43 5.78
O 21.15 -10.64 4.36
O 20.62 -11.20 6.74
O 21.28 -8.93 6.03
O 22.98 -10.80 6.21
P 22.66 -9.51 9.37
O 22.37 -8.23 8.47
O 21.44 -10.37 9.21
O 22.94 -9.26 10.89
O 23.89 -10.25 8.80
O 19.09 -11.27 10.18
H 19.11 -11.89 10.92
H 20.01 -11.20 9.90
O 26.39 -10.85 8.05
H 26.32 -11.52 8.73
H 25.60 -10.31 8.15
O 20.32 -9.00 11.53
H 21.27 -9.02 11.28
H 19.89 -9.63 10.96
O 23.60 -7.22 12.36
H 23.43 -8.01 11.79
H 23.47 -7.52 13.26
O 21.34 -5.99 7.05
H 21.06 -6.36 6.21
H 21.81 -6.71 7.50
O 22.49 -10.76 12.82
H 22.37 -10.06 12.15
H 23.39 -11.06 12.70
O 23.64 -6.29 9.75
H 23.45 -6.47 10.69
H 23.01 -6.86 9.24
C 26.53 -7.88 11.37
O 25.68 -8.42 10.37
H 27.55 -8.26 11.41
H 26.65 -6.81 11.16
H 26.16 -7.94 12.39
H 25.00 -7.75 10.11
```



No. 2
Density functional theory data (ωB97M-V/def2-TZVPD) for CH19O11V as an isolated structure.

As for the molecular weight: 258.096 g mol⁻¹. The calculation puts the HOMO-LUMO gap at 7.983 eV. The energy above the lowest of the compared OMol25 structures with the same formula, charge and spin is 149.57 kJ/mol. As for the net charge: 0. The value obtained for the LUMO energy is -2.25 eV.

The geometry in XYZ format:
```
32
CH19O11V (ωB97M-V/def2-TZVPD)
O 34.22 2.77 -10.67
V 33.07 1.63 -10.61
O 32.65 1.45 -9.11
C 34.28 -1.50 -10.93
O 34.39 -0.07 -11.13
H 33.32 -1.80 -11.35
H 35.09 -2.14 -11.29
H 34.16 -1.71 -9.87
O 38.01 -3.05 -11.97
H 37.42 -2.45 -11.52
H 37.79 -3.92 -11.62
O 30.93 -3.94 -10.05
H 31.35 -3.77 -10.89
H 31.58 -3.72 -9.39
O 35.75 0.41 -13.64
H 36.00 -0.49 -13.86
H 35.31 0.33 -12.80
O 36.64 1.49 -10.08
H 36.38 2.30 -10.50
H 35.90 0.90 -10.20
O 31.93 -0.82 -14.00
H 32.66 -0.63 -14.59
H 32.34 -1.17 -13.21
O 31.24 0.33 -11.25
H 30.62 -0.24 -10.79
H 30.75 0.67 -12.00
O 32.64 -3.22 -8.31
H 32.74 -2.62 -7.57
H 33.48 -3.20 -8.76
O 35.47 -2.24 -14.67
H 35.66 -2.74 -13.88
H 35.25 -2.91 -15.32
```



No. 3
Density functional theory data (ωB97M-V/def2-TZVPD) for CH21O12V as an isolated structure.

As for the molecular weight: 276.111 g mol⁻¹. The calculation puts the HOMO-LUMO gap at 3.459 eV. The energy above the lowest of the compared OMol25 structures with the same formula, charge and spin is 858.85 kJ/mol. As for the net charge: 0. The value obtained for the LUMO energy is -4.16 eV.

The geometry in XYZ format:
```
35
CH21O12V (ωB97M-V/def2-TZVPD)
O 1.92 -1.96 -5.21
V 2.73 -2.89 -4.19
O 2.33 -4.44 -4.11
C 0.62 -0.35 0.46
O 0.71 -1.41 -0.48
H 1.47 0.33 0.44
H -0.34 0.16 0.29
H 0.58 -0.70 1.49
O -1.57 4.74 3.05
H -0.82 4.33 3.49
H -2.07 4.01 2.69
O -3.34 -4.10 -3.84
H -3.37 -3.18 -4.10
H -2.89 -4.11 -3.00
O -2.79 0.00 -3.07
H -1.96 -0.03 -2.59
H -3.32 0.65 -2.60
O -4.36 1.29 2.93
H -4.39 0.35 2.75
H -5.24 1.50 3.25
O -1.38 -5.63 0.42
H -0.78 -4.99 0.04
H -0.95 -6.48 0.30
O -4.90 3.09 -0.75
H -4.69 2.90 0.16
H -5.30 3.96 -0.73
O 6.98 2.61 -0.23
H 7.36 3.48 -0.39
H 6.29 2.77 0.41
O 4.01 -4.16 2.55
H 4.01 -3.95 1.62
H 3.09 -4.24 2.79
O 4.06 5.41 1.67
H 4.59 6.12 2.05
H 3.72 4.94 2.43
```



No. 4
Density functional theory data (ωB97M-V/def2-TZVPD) for CH21O12V as an isolated structure.

As for the molecular weight: 276.111 g mol⁻¹. The calculation puts the HOMO-LUMO gap (alpha / beta) at 8.120 / 5.131 eV. As for the net charge: +1. As for the expectation value of S²: 0.78. The value obtained for the LUMO energy (alpha / beta) is -5.30 / -8.29 eV. As for the spin multiplicity: 2.

The geometry in XYZ format:
```
35
CH21O12V (ωB97M-V/def2-TZVPD)
O -0.49 -0.65 1.15
V 0.49 0.27 0.18
O 1.82 -0.60 -0.07
C 0.56 2.66 -2.34
O 1.05 1.86 -1.27
H -0.47 2.91 -2.11
H 1.07 3.63 -2.42
H 0.66 2.21 -3.33
O 1.35 1.37 2.03
H 1.35 0.60 2.60
H 2.02 1.94 2.39
O -1.39 1.81 0.30
H -2.25 2.23 0.26
H -0.81 2.40 -0.19
O 2.30 -3.21 1.71
H 3.01 -3.07 1.08
H 2.44 -4.10 2.03
O 2.58 -1.36 -2.73
H 2.59 -1.19 -1.79
H 1.84 -1.94 -2.86
O -0.67 -0.74 -1.58
H -0.26 -1.36 -2.18
H -1.58 -0.66 -1.89
O -3.05 -0.65 3.38
H -2.50 -0.75 4.16
H -2.79 -1.37 2.81
O -2.92 -2.72 1.59
H -3.72 -3.16 1.30
H -2.72 -2.10 0.88
O 3.77 1.82 -1.50
H 3.88 1.92 -2.45
H 2.84 1.61 -1.39
O -3.58 0.01 0.47
H -2.67 0.29 0.37
H -3.75 0.09 1.41
```



No. 5
Density functional theory data (ωB97M-V/def2-TZVPD) for CH22F3O22P2SZr as an isolated structure.

As for the molecular weight: 628.398 g mol⁻¹. The calculation puts the HOMO-LUMO gap at 3.125 eV. The energy above the lowest of the compared OMol25 structures with the same formula, charge and spin is 71.59 kJ/mol. As for the net charge: -3. The value obtained for the LUMO energy is 5.51 eV.

The geometry in XYZ format:
```
52
CH22F3O22P2SZr (ωB97M-V/def2-TZVPD)
Zr -14.04 8.88 -5.55
C -12.36 12.92 -4.03
F -11.44 11.93 -4.11
F -12.85 12.98 -2.81
F -11.66 14.03 -4.35
S -13.70 12.61 -5.30
O -13.82 11.18 -5.40
O -14.87 13.28 -4.75
O -13.25 13.21 -6.53
P -12.11 8.40 -7.23
O -10.89 8.29 -8.02
O -11.96 8.75 -5.68
O -13.28 7.41 -6.89
O -13.12 9.60 -7.36
P -16.81 9.85 -3.44
O -17.79 8.68 -3.08
O -16.56 10.44 -1.99
O -17.80 10.93 -4.03
O -15.58 9.44 -4.37
O -15.54 14.33 -2.32
H -14.66 14.66 -2.08
H -15.43 13.99 -3.23
O -12.57 13.37 -9.04
H -12.98 12.54 -9.30
H -12.77 13.44 -8.08
O -9.65 15.56 -6.92
H -9.97 14.66 -6.75
H -9.26 15.83 -6.08
O -15.67 9.59 -6.93
H -15.87 9.21 -7.79
H -16.17 10.44 -6.89
O -10.25 12.66 -7.39
H -10.41 11.71 -7.32
H -10.84 12.94 -8.11
O -13.45 15.41 -0.86
H -13.01 16.20 -0.52
H -12.83 14.69 -0.70
O -8.54 13.18 -3.84
H -9.50 13.06 -3.84
H -8.22 12.55 -4.48
O -14.11 10.21 -1.09
H -14.06 11.09 -0.71
H -15.11 10.11 -1.30
O -13.05 9.43 -3.58
H -12.14 9.32 -3.33
H -13.51 9.83 -2.77
O -17.50 11.59 -6.62
H -17.49 11.63 -5.61
H -18.14 12.25 -6.89
O -15.94 15.69 -6.53
H -15.47 16.29 -5.95
H -15.81 14.82 -6.12
```



No. 6
Density functional theory data (ωB97M-V/def2-TZVPD) for a 13-piece molecular cluster, CH27O13 overall.

As for the molecular weight: 247.214 g mol⁻¹. The calculation puts the HOMO-LUMO gap at 8.660 eV. The energy above the lowest of the compared OMol25 structures with the same formula, charge and spin is 0.00 kJ/mol. As for the net charge: -1. The value obtained for the LUMO energy is 2.64 eV.

The geometry in XYZ format:
```
41
CH27O13 (ωB97M-V/def2-TZVPD)
C 2.27 -0.31 0.16
O 1.01 0.09 -0.19
H 2.32 -1.34 0.50
H 3.11 -0.20 -0.57
H 2.64 0.32 0.96
O 1.72 3.58 3.14
H 2.35 2.88 3.29
H 0.88 3.23 3.42
O -1.04 -1.48 -0.62
H -1.43 -0.68 -1.03
H -0.19 -1.09 -0.40
O -0.80 -2.20 2.13
H -1.32 -2.40 1.39
H -0.92 -1.25 2.06
O 1.67 -3.42 0.98
H 0.95 -3.18 1.58
H 1.13 -3.61 0.18
O 0.15 0.68 -2.55
H 0.75 1.35 -2.80
H 0.56 0.25 -1.71
O -1.16 -3.57 -2.49
H -2.00 -3.54 -2.99
H -1.22 -2.67 -2.15
O -3.40 0.55 0.71
H -3.30 0.86 -0.19
H -3.16 -0.36 0.78
O -0.43 0.82 1.87
H -1.35 0.76 1.51
H 0.17 0.49 1.17
O 2.22 -1.36 -3.75
H 1.64 -1.94 -3.23
H 1.93 -0.50 -3.51
O -2.32 0.83 -2.11
H -1.33 1.08 -2.12
H -2.56 0.70 -3.03
O -1.19 3.20 3.27
H -1.06 3.77 2.51
H -1.13 2.32 2.88
O 1.46 2.76 0.13
H 1.16 1.94 -0.29
H 1.25 2.64 1.07
```



No. 7
Density functional theory data (ωB97M-V/def2-TZVPD) for a 13-piece molecular cluster, CH27O13 overall.

As for the molecular weight: 247.214 g mol⁻¹. The calculation puts the HOMO-LUMO gap at 8.330 eV. The energy above the lowest of the compared OMol25 structures with the same formula, charge and spin is 364.56 kJ/mol. As for the net charge: -1. The value obtained for the LUMO energy is 2.68 eV.

The geometry in XYZ format:
```
41
CH27O13 (ωB97M-V/def2-TZVPD)
C 0.63 -0.02 -0.39
O 0.36 1.03 -1.23
H 1.71 0.09 -0.02
H 0.22 -1.01 -0.88
H 0.03 0.14 0.40
O 0.92 0.36 3.13
H 0.67 1.13 2.69
H 1.30 -0.17 2.37
O -2.72 -2.24 0.61
H -2.54 -1.62 -0.07
H -2.36 -1.72 1.33
O -1.62 -0.57 2.55
H -0.74 -0.32 2.75
H -2.11 0.06 3.03
O 1.97 -2.63 -3.26
H 1.15 -3.01 -2.88
H 1.85 -1.56 -3.44
O -1.93 2.00 1.07
H -1.61 1.28 0.56
H -2.86 2.11 0.66
O 1.95 -2.04 2.22
H 2.87 -2.07 2.22
H 1.82 -2.56 1.37
O 2.12 2.76 -0.54
H 1.72 2.05 -0.85
H 2.98 2.48 -0.04
O -2.36 -0.03 -1.17
H -2.49 -0.57 -1.96
H -1.63 0.33 -1.54
O -1.37 2.89 -1.49
H -1.92 2.76 -0.69
H -0.53 2.41 -1.42
O 1.45 0.07 -3.47
H 0.95 0.11 -2.53
H 2.42 0.40 -3.32
O 0.53 3.05 2.00
H 1.40 2.85 1.61
H -0.30 2.80 1.32
O -0.61 -3.93 0.10
H -0.93 -3.09 0.17
H -0.41 -4.00 -0.95
```



No. 8
Density functional theory data (ωB97M-V/def2-TZVPD) for a 15-piece molecular cluster, CH29O17 overall.

As for the molecular weight: 313.226 g mol⁻¹. The calculation puts the HOMO-LUMO gap at 9.191 eV. The energy above the lowest of the compared OMol25 structures with the same formula, charge and spin is 47.37 kJ/mol. As for the net charge: -1. The value obtained for the LUMO energy is 2.21 eV.

The geometry in XYZ format:
```
47
CH29O17 (ωB97M-V/def2-TZVPD)
C 18.05 -2.29 4.36
O 18.74 -2.65 3.39
O 16.70 -2.27 4.32
O 18.58 -2.10 5.45
H 16.46 -2.38 3.43
O 16.40 -1.60 7.24
H 16.39 -2.57 7.46
H 16.70 -1.68 6.34
O 17.53 0.58 3.05
H 17.75 1.35 2.49
H 16.94 0.04 2.54
O 21.41 -2.63 4.49
H 21.81 -3.23 3.88
H 20.57 -2.36 4.13
O 14.61 -5.05 4.10
H 15.41 -4.73 4.50
H 14.64 -5.99 4.06
O 15.96 -1.50 1.65
H 16.68 -1.60 1.06
H 15.35 -0.79 1.31
O 20.27 -0.03 3.08
H 19.30 -0.12 3.13
H 20.53 0.15 3.94
O 19.57 -4.88 5.15
H 19.29 -3.99 4.96
H 20.29 -4.77 5.72
O 19.76 -1.97 0.86
H 20.66 -1.67 0.62
H 19.58 -1.70 1.78
O 19.10 -3.20 7.94
H 18.76 -2.95 7.06
H 20.05 -3.17 7.78
O 20.28 -4.72 1.12
H 20.32 -4.96 0.21
H 20.16 -3.81 1.12
O 20.49 -0.44 6.33
H 19.80 -1.07 6.04
H 20.05 0.42 6.20
O 13.91 -1.73 4.20
H 14.64 -1.24 3.79
H 14.22 -2.29 4.95
O 16.97 -5.34 5.80
H 17.14 -6.11 6.31
H 17.83 -5.01 5.52
O 17.49 -4.64 2.17
H 17.62 -5.57 2.35
H 17.96 -4.16 2.84
```



Number 1: F_max 2.69 eV Å⁻¹. Number 2: F_max 4.42 eV Å⁻¹. Number 3: F_max 2.43 eV Å⁻¹. Number 4: F_max 5.29 eV Å⁻¹. Number 5: F_max 8.78 eV Å⁻¹. Number 6: F_max 2.75 eV Å⁻¹. Number 7: F_max 9.10 eV Å⁻¹. Number 8: F_max 3.12 eV Å⁻¹.